ORCA calculation (ωB97M-V with the def2-TZVPD basis set) on 13 unconnected molecules or ions with the total composition C64H150F30N8O4P7.

ORCA input file:
```
! RIJCOSX wB97M-V def2-TZVPD def2/J DEFGRID3
* xyz 3 1
N -9.18 -5.86 1.56
H -2.28 -10.22 1.40
F -2.12 -6.02 -5.02
C -4.06 2.94 -5.85
H -4.91 -21.51 -19.11
H -0.47 4.97 -4.73
H -5.29 3.59 -4.40
H -13.72 -7.64 -22.44
H -9.92 -6.34 -10.27
N -7.86 -6.84 -10.41
H 1.07 -23.93 -14.22
C -19.00 -9.32 -10.16
H -6.87 -22.58 -17.49
C -3.86 8.53 -0.83
H -4.60 -21.85 -11.54
F -0.09 -10.86 -14.81
C 0.45 -23.29 -13.60
N -1.09 -13.37 -22.73
H -9.73 -5.94 3.48
H -10.59 -8.18 -22.24
H -5.16 -19.33 -10.59
P -0.23 -9.42 -14.03
C -10.67 -5.74 1.02
C -4.74 -21.67 -12.61
H -3.98 -21.46 -17.62
H -9.34 -11.07 -25.10
H -15.20 -10.19 -7.79
C -0.99 -12.92 -3.09
H -12.08 -8.25 -25.65
H 0.51 -14.63 -23.30
H -3.53 -26.96 -8.80
H -8.27 -6.96 3.28
H -7.49 -4.62 2.31
H -11.57 -10.34 -25.75
C -4.19 -24.49 -12.84
F -3.29 -7.18 -3.49
C -4.09 -26.10 -9.17
C -0.10 6.83 -3.86
H 0.94 8.70 -4.49
H -2.98 -26.27 -10.99
H -6.94 -18.83 -10.59
N -2.87 -12.95 -21.37
H 0.50 7.79 -5.81
H -11.96 -4.69 -0.33
H -11.26 -5.66 1.94
H -5.94 -18.59 -12.98
H -2.66 2.89 -3.75
H -6.44 -7.54 -8.85
C -3.40 6.75 -2.76
H -2.36 8.73 0.80
H -0.86 -11.10 1.98
H -3.52 -23.96 -10.79
C -10.67 -9.79 -25.50
H -3.82 9.60 1.07
H -12.49 -6.70 -23.25
H -17.32 -9.15 -8.27
F -15.28 -3.41 -6.61
C -0.09 2.79 -0.64
P -6.10 -0.48 -16.12
C -1.04 -23.54 -13.93
H -18.40 -8.55 -10.64
C -17.46 -11.07 -11.07
C -10.94 -4.58 0.04
F -0.43 -8.08 -13.14
C 0.80 -23.70 -12.26
F -0.85 -8.80 -15.34
H -12.50 -10.92 -23.74
H 0.20 -23.03 -11.64
C -1.00 -12.08 -22.16
H -4.61 7.86 -0.42
H -2.91 2.90 -7.84
C -5.99 -19.59 -12.54
O -9.71 -10.36 -24.57
H -3.03 -12.22 -3.74
F -16.13 -1.68 -5.52
C -3.29 3.74 -3.48
H -1.16 9.62 -4.19
N -1.89 -11.97 0.40
H -10.94 -9.98 -22.36
H -9.22 -6.71 -8.79
H -3.87 -23.90 -15.87
H 0.82 -24.77 -12.08
H -3.57 -25.25 -8.73
H -16.41 -11.33 -7.39
H 0.46 3.98 -2.19
P -3.75 -22.91 -13.52
C -7.49 -5.36 -10.08
H -2.45 8.59 -2.28
H -8.71 -7.48 0.37
F 1.30 -9.05 -14.48
H -9.61 -9.32 -13.49
H -3.53 4.30 -7.45
C -13.13 -7.58 -23.36
H -2.20 -13.11 -4.90
H -3.40 -22.38 -15.95
H -12.01 -9.08 -21.44
N -18.05 -10.44 -9.80
H -3.69 -12.32 -18.79
F -5.90 -1.33 -17.50
H -2.06 7.45 -1.08
H -4.49 -26.81 -11.21
O -9.54 -8.65 -12.80
H -4.98 2.64 -6.34
H -13.60 -9.85 -24.68
C -8.12 -8.40 -12.59
H -0.74 2.74 -2.50
C -4.33 -24.51 -11.28
H -10.08 -9.56 -26.40
H -1.97 -22.68 -12.11
H -2.67 10.28 -0.01
H -8.59 -6.32 -12.43
H -7.38 -8.86 -9.62
H 0.47 3.41 0.06
H -2.03 1.87 -0.84
H -7.26 -6.61 0.91
H -9.56 -8.04 -9.95
H -0.11 -11.47 -22.26
H -2.27 4.40 -0.95
F -12.55 -16.93 -19.03
F -12.91 -14.59 -19.48
H -19.11 -10.91 -8.01
C -1.41 4.70 -1.55
F -13.00 -15.38 -17.23
P -2.30 5.21 -3.04
H -19.81 -9.56 -10.84
F -11.16 -14.05 -18.10
F -1.07 -7.06 -3.16
F 0.41 -10.03 -12.69
H -8.35 -4.00 0.96
H -0.77 9.51 -5.89
H -2.26 -11.01 -20.73
H -8.30 -5.93 -0.42
O -10.20 -4.74 -1.09
H -6.86 -20.05 -13.00
H -4.56 -20.01 -14.00
C -2.02 -12.39 -4.09
H -5.17 -24.91 -13.10
H 1.82 -23.36 -12.08
C -13.10 -10.01 -23.72
H -6.63 -5.08 -10.68
F -13.92 -1.79 -5.97
H -5.75 -22.03 -12.80
H -0.46 7.19 -2.89
C -11.35 -8.96 -22.30
C -6.89 -7.90 -9.78
H 0.89 6.38 -3.79
C -8.26 -6.50 0.50
C -1.89 -11.20 1.63
H -7.63 -8.57 -13.55
H -6.09 -23.38 -15.25
H -3.77 -12.99 0.63
O -15.16 -11.70 -8.95
C -16.85 -9.80 -9.00
C -1.13 5.77 -4.39
H 0.43 -13.24 -24.30
C -3.11 9.33 0.29
H -1.78 6.09 -5.20
C -5.81 -22.71 -17.31
H -3.53 -25.22 -13.30
C -3.80 -13.34 -19.17
H -5.14 -26.15 -8.88
H -16.83 -10.34 -11.58
P -11.91 -15.47 -18.54
C -4.15 -13.25 -20.64
H -1.92 8.36 -5.21
C -9.23 -6.66 2.84
H -16.87 -11.95 -10.80
H -3.62 2.03 -5.46
C -2.89 7.77 -1.72
P -2.25 -5.96 -3.41
H -18.37 -11.28 -11.62
H -1.53 2.14 0.80
N -12.22 -8.82 -23.58
H -10.73 -4.40 -1.81
C -0.98 -11.99 -0.68
H -6.81 -6.70 -12.22
H -9.68 -7.64 2.68
H -18.09 -12.23 -8.61
C -4.64 -20.20 -12.92
F -2.41 -5.95 -1.82
H -0.12 -12.29 -3.31
H -2.16 3.86 -6.46
C -2.58 -13.40 -1.23
H -5.89 -21.65 -15.33
H -3.12 -14.05 -1.90
C -4.31 3.91 -4.74
H -19.36 -8.71 -9.33
H -0.58 -13.91 -3.28
H -4.31 6.37 -2.30
H -4.85 -12.44 -20.85
H -13.68 -7.56 -24.30
H -8.28 -4.63 -10.27
C 0.14 8.03 -4.81
C -8.50 -4.50 1.91
H -14.62 -12.25 -8.38
H -5.59 -23.70 -17.72
H -10.65 -7.79 -24.76
C -6.16 -19.49 -10.98
C -0.47 3.54 -1.82
H -0.95 0.73 0.00
F -3.26 -4.84 -3.64
H -2.77 -14.84 -22.60
H -6.44 -20.47 -10.59
H -7.61 -9.20 -12.04
C -4.11 -22.97 -15.36
H -4.58 -13.85 -18.61
C -5.53 -22.59 -15.75
H -4.44 4.97 -4.96
H -2.55 -11.53 2.44
C -15.97 -10.81 -8.25
C -2.90 -12.87 0.00
H -19.66 -11.88 -9.37
C -1.00 8.92 -5.01
H -0.93 5.61 -1.18
H -5.33 -24.25 -10.93
H -10.94 -3.61 0.54
H -5.57 -20.78 -17.77
H -4.34 9.17 -1.57
C -2.31 -13.89 -22.34
C -9.19 -7.03 -9.83
F -10.85 -15.63 -19.85
H -1.75 -11.54 -4.72
H -1.16 -23.43 -15.01
C -18.78 -11.44 -8.91
H -13.89 -9.85 -22.99
H -1.94 -21.52 -13.39
H -16.25 -9.16 -9.66
H -0.77 -14.57 -24.41
H -7.13 -5.23 -9.06
C -4.97 -21.65 -18.03
H -3.80 3.54 -2.54
F -14.48 -2.04 -8.28
H -1.42 -24.55 -13.81
H 0.72 -22.26 -13.83
F -6.99 0.53 -17.03
F -5.17 -1.44 -15.24
F -15.34 -0.24 -7.09
N -1.47 -12.79 -1.70
C -7.84 -6.97 -11.99
H -0.16 -11.29 -0.83
C -2.03 -22.59 -13.19
F -4.88 0.55 -16.41
H 0.63 2.06 -1.01
H -9.21 -3.98 2.56
H -10.89 -6.75 0.70
C -0.20 -13.93 -23.74
F -1.17 -4.77 -3.20
H -4.38 -14.23 -21.07
P -15.28 -1.83 -6.86
C -3.99 -25.97 -10.73
H -3.71 -19.73 -12.60
F -1.63 -9.98 -13.37
C -2.06 -11.88 -21.33
C -3.06 3.46 -6.92
H -3.77 7.20 -3.68
F -16.70 -1.94 -7.61
C -1.18 1.78 -0.17
H -2.91 -13.93 -18.91
F -7.45 -1.37 -15.95
H -6.15 -7.98 -10.58
F -6.71 0.32 -14.90
F -10.77 -16.25 -17.61
C -11.36 -8.60 -24.91
*
```

Properties
calculated total energy: -8652.643314 hartree
frontier orbital gap: 0.24791 Eh

Mulliken atomic charge list, values in e, 99 entries:
1 N -0.177
2 H 0.356
3 F -0.353
4 C -0.684
5 H 0.387
6 H 0.550
7 H 0.308
8 H 0.374
9 H 0.415
10 N -0.055
11 H 0.350
12 C -0.893
13 H 0.398
14 C -0.390
15 H 0.693
16 F -0.381
17 C -0.559
18 N 0.151
19 H 0.463
20 H 0.352
21 H 0.318
22 P 1.136
23 C -0.468
24 C -1.375
25 H 0.267
26 H 0.323
27 H 0.394
28 C -0.375
29 H 0.374
30 H 0.337
31 H 0.386
32 H 0.323
33 H 0.356
34 H 0.338
35 C -1.230
36 F -0.364
37 C -1.228
38 C -0.591
39 H 0.374
40 H 0.378
41 H 0.377
42 N 0.126
43 H 0.400
44 H 0.475
45 H 0.402
46 H 0.423
47 H 0.433
48 H 0.317
49 C -0.822
50 H 0.341
51 H 0.327
52 H 0.392
53 C -0.511
54 H 0.384
55 H 0.369
56 H 0.394
57 F -0.365
58 C -0.769
59 P 1.124
60 C -0.771
61 H 0.429
62 C -0.819
63 C -0.588
64 F -0.346
65 C -1.234
66 F -0.324
67 H 0.364
68 H 0.329
69 C -0.489
70 H 0.409
71 H 0.409
72 C -0.664
73 O -0.467
74 H 0.358
75 F -0.355
76 C -0.746
77 H 0.239
78 N 0.132
79 H 0.373
80 H 0.432
81 H 0.663
82 H 0.307
83 H 0.319
84 H 0.454
85 H 0.190
86 P 0.567
87 C -0.873
88 H -0.074
89 H 0.389
90 F -0.349
91 H 0.316
92 H 0.322
93 C -0.862
94 H 0.340
95 H 0.572
96 H 0.413
97 N -0.111
98 H 0.371
99 F -0.354